Version w
The following is a DFT calculation (wB97M-V/def2-TZVPD) of an isolated ion of composition C4H7NO2S and charge -2.

Kohn-Sham gap = 5.54 eV
net charge = -2
LUMO = 6.158 eV
HOMO level = 0.6 eV

Geometry (Å):
C  0.49907  -1.72594  0.94662
N  -0.08326  -0.39432  0.96320
C  -0.28994  0.22213  -0.39876
C  0.75304  1.25288  -0.77369
S  2.40030  0.56110  -1.26514
C  -1.75403  0.81658  -0.32898
O  -1.91155  1.92787  0.25418
O  -2.63897  0.18298  -0.95967
H  -0.04099  -2.25608  0.17119
H  1.56354  -1.77498  0.66617
H  0.39330  -2.19865  1.93309
H  0.39577  0.25678  1.56445
H  -0.37221  -0.63231  -1.06743
H  0.81245  2.05650  -0.04269
H  0.27347  1.70545  -1.66255

So, what does the Löwdin scheme give us? The charges, in e, come out as:
1. C -0.193
2. N -0.092
3. C -0.384
4. C -0.726
5. S -0.037
6. C -0.715
7. O -0.129
8. O -0.131
9. H 0.060
10. H 0.033
11. H 0.048
12. H 0.085
13. H 0.102
14. H 0.036
15. H 0.045

***

Version x
The following is a DFT calculation (wB97M-V/def2-TZVPD) of C4H7NO2S as an isolated structure.

Kohn-Sham gap = 5.24 eV
net charge = -2
LUMO = 6.098 eV
HOMO level = 0.9 eV

Geometry (Å):
O  0.61454  -2.82429  -0.72009
C  -0.46390  -2.40275  -0.21134
N  -0.41190  -0.88406  0.57231
C  0.33705  0.06959  0.21884
C  0.13930  0.75047  -1.14890
S  1.09696  2.23715  -1.59119
C  0.01011  1.67207  1.42764
O  0.04734  1.50743  2.63831
H  -1.24782  -2.14717  -0.94349
H  -0.86264  -3.02161  0.61562
H  1.43045  -0.02268  0.41804
H  -0.91731  0.99853  -1.22006
H  0.29585  -0.02308  -1.91371
H  0.87574  2.15249  0.91323
H  -0.94376  1.93790  0.94481

So, what does the Löwdin scheme give us? The charges, in e, come out as:
1. O -0.225
2. C -0.507
3. N 0.025
4. C -0.517
5. C -0.749
6. S 0.044
7. C -0.336
8. O -0.110
9. H 0.061
10. H 0.051
11. H 0.103
12. H 0.021
13. H 0.041
14. H 0.019
15. H 0.079

***

version w has the most favorable energy; the next structure is 119.7 kcal/mol above.

***

Version w
The following is a DFT calculation (wB97M-V/def2-TZVPD) of a 2-piece molecular cluster, CH4FNO2 overall.

Kohn-Sham gap (spin up / spin down) = 8.45 / 7.67 eV
LUMO (spin up / spin down) = 0.378 / 0.160 eV
HOMO level (spin up / spin down) = -8.1 / -7.5 eV

Geometry (Å):
C  -0.23860  -0.04183  0.15154
N  1.00886  0.40377  0.56921
O  -0.43618  -1.36428  0.04489
O  -1.24025  0.65813  0.68903
F  2.04754  -0.06824  -0.24009
H  -0.49960  0.54401  -1.95675
H  1.08404  1.41916  0.60128
H  0.35606  -1.82167  -0.26591
H  -2.08188  0.27095  0.40680

So, what does the Löwdin scheme give us? The charges, in e, come out as:
1. C -0.599
2. N 0.070
3. O 0.075
4. O 0.070
5. F -0.046
6. H 0.018
7. H 0.154
8. H 0.123
9. H 0.135

***

Version x
The following is a DFT calculation (wB97M-V/def2-TZVPD) of a 2-piece molecular cluster, CH4FNO2 overall.

Kohn-Sham gap = 11.83 eV
LUMO = 0.426 eV
HOMO level = -11.4 eV

Geometry (Å):
N  0.16585  0.79792  -0.01635
C  0.37474  -0.48239  -0.09577
O  -0.46140  -1.37078  0.02738
O  1.75255  -0.72214  0.01500
H  0.91912  1.33870  -0.08010
H  -0.67973  1.43274  0.18804
H  1.92430  -1.70966  -0.12700
F  -2.75399  -0.21556  -0.05437
H  -1.92855  -0.66452  0.11684

So, what does the Löwdin scheme give us? The charges, in e, come out as:
1. N 0.206
2. C -0.608
3. O 0.058
4. O 0.063
5. H 0.057
6. H 0.189
7. H 0.156
8. F -0.129
9. H 0.009

***

version x has the most favorable energy; the next structure is 146.9 kcal/mol above.

***

Version w
The following is a DFT calculation (wB97M-V/def2-TZVPD) of C3H4F2 as an isolated structure.

Kohn-Sham gap (spin up / spin down) = 8.17 / 8.11 eV
LUMO (spin up / spin down) = -0.902 / -0.769 eV
HOMO level (spin up / spin down) = -9.1 / -8.9 eV

Geometry (Å):
C  -0.08720  0.13378  -0.58971
C  -1.15298  0.93677  -0.74441
C  2.11015  0.75642  0.51588
F  -1.42658  1.64507  0.31842
F  2.91730  -0.09686  -0.05873
H  0.91694  0.50930  0.08572
H  0.13875  -0.54203  -1.46446
H  2.40805  1.79576  0.11767
H  -1.96672  0.74402  -1.43112

So, what does the Löwdin scheme give us? The charges, in e, come out as:
1. C 0.025
2. C -0.235
3. C 0.009
4. F 0.026
5. F -0.019
6. H -0.056
7. H 0.081
8. H 0.064
9. H 0.105

***

Version x
The following is a DFT calculation (wB97M-V/def2-TZVPD) of a 2-piece molecular cluster, C3H4F2 overall.

Kohn-Sham gap = 10.54 eV
LUMO = -0.271 eV
HOMO level = -10.8 eV

Geometry (Å):
C  -0.43967  -0.99762  2.34301
C  -0.34783  -1.29145  1.09476
C  0.32009  0.68599  -1.83035
F  0.39024  0.64900  -0.53075
F  -0.22258  1.87529  -2.17515
H  -1.27592  -0.84612  3.01305
H  0.51969  -0.66444  2.76227
H  -0.35097  -0.08333  -2.41468
H  1.40695  0.67268  -2.26215

So, what does the Löwdin scheme give us? The charges, in e, come out as:
1. C -0.154
2. C 0.097
3. C -0.347
4. F 0.005
5. F -0.011
6. H 0.053
7. H 0.063
8. H 0.152
9. H 0.142

***

Version y
The following is a DFT calculation (wB97M-V/def2-TZVPD) of C3H4F2 in the gas phase.

Kohn-Sham gap = 10.65 eV
LUMO = 0.995 eV
HOMO level = -9.7 eV

Geometry (Å):
C  -1.16917  0.20962  0.06669
C  0.10047  -0.53583  -0.02502
C  1.24765  0.04310  -0.03919
F  1.48789  1.34053  0.00613
F  2.44242  -0.51214  0.05652
H  -1.60401  0.05864  1.01919
H  -0.92027  1.28585  -0.28007
H  -1.80988  -0.34061  -0.70029
H  0.22491  -1.54916  -0.10396

So, what does the Löwdin scheme give us? The charges, in e, come out as:
1. C -0.074
2. C -0.117
3. C -0.420
4. F 0.122
5. F 0.123
6. H 0.058
7. H 0.116
8. H 0.098
9. H 0.095

***

version y has the most favorable energy; the next structure is 82.8 kcal/mol above.

***

Version w
The following is a DFT calculation (wB97M-V/def2-TZVPD) of a 3-piece molecular cluster, C4H14NO2S overall.

Kohn-Sham gap = 6.62 eV
net charge = -1
LUMO = 3.570 eV
HOMO level = -3.1 eV

Geometry (Å):
C  -0.92299  -2.15156  -1.80357
N  -1.07610  -1.15237  -0.75583
C  0.11386  -0.89005  0.15152
C  1.20374  -0.19502  -0.66878
S  1.84795  1.34488  0.17051
C  0.47986  -2.25064  0.67363
H  -1.87847  -2.11481  -2.37462
H  -0.04040  -2.01139  -2.43300
H  -0.92069  -3.13121  -1.30398
H  -1.47983  -0.28418  -1.07273
H  -0.32878  -0.35355  0.99936
H  2.08621  -0.82608  -0.71324
H  0.77142  0.09913  -1.62954
H  -0.30061  -2.94541  1.02182
H  1.25262  -2.26962  1.46170
H  0.97694  -2.84559  -0.10630
H  -1.43904  2.04620  -0.67474
H  -0.13326  2.72550  -0.62975
O  -1.01107  2.81604  -1.05355
H  -1.29480  0.19718  3.03326
H  -1.48125  1.27165  2.11103
O  -1.94676  0.91621  2.88520

So, what does the Löwdin scheme give us? The charges, in e, come out as:
1. C -0.164
2. N -0.130
3. C -0.481
4. C -0.669
5. S 0.150
6. C -0.119
7. H 0.081
8. H 0.069
9. H 0.060
10. H 0.076
11. H 0.080
12. H 0.024
13. H 0.043
14. H 0.075
15. H 0.079
16. H 0.064
17. H -0.012
18. H -0.068
19. O -0.125
20. H 0.039
21. H 0.017
22. O -0.090

***

Version x
The following is a DFT calculation (wB97M-V/def2-TZVPD) of a 3-piece molecular cluster, C4H14NO2S overall.

Kohn-Sham gap = 6.88 eV
net charge = -1
LUMO = 3.739 eV
HOMO level = -3.1 eV

Geometry (Å):
C  0.38299  -1.16251  -0.86497
C  -0.78831  -0.25241  -1.36924
S  -2.45445  -0.69026  -0.68923
C  1.66987  -0.38453  -0.58731
N  2.41098  -0.88751  0.59159
C  1.85749  -0.53495  1.87348
H  -0.04655  -1.61484  0.03423
H  0.62981  -1.96329  -1.55709
H  -0.83191  -0.32907  -2.45268
H  -0.59904  0.74434  -0.98564
H  2.33555  -0.47034  -1.44794
H  1.49182  0.65060  -0.28636
H  2.73298  -1.82816  0.47924
H  0.93436  0.03153  1.72108
H  2.54033  0.11104  2.43557
H  1.52515  -1.31635  2.56456
H  -2.82061  2.12689  -2.06990
H  -2.02364  2.34639  -0.87279
O  -2.29141  2.83635  -1.65882
H  -1.61437  0.71020  1.27593
H  -2.97461  0.86097  1.80494
O  -2.06645  1.01590  2.06136

So, what does the Löwdin scheme give us? The charges, in e, come out as:
1. C -0.281
2. C -0.715
3. S 0.186
4. C -0.247
5. N -0.154
6. C -0.154
7. H 0.064
8. H 0.089
9. H 0.030
10. H 0.004
11. H 0.102
12. H 0.103
13. H 0.082
14. H 0.069
15. H 0.061
16. H 0.073
17. H 0.020
18. H -0.013
19. O -0.108
20. H -0.075
21. H -0.006
22. O -0.128

***

version x has the most favorable energy; the next structure is 2.6 kcal/mol above.